# 1
The following is a DFT calculation (wB97M-V/def2-TZVPD) of a structure of composition C23H36P2W.

Structure (XYZ):
```
62
Properties=species:S:1:pos:R:3:forces:R:3
P -0.26836 -1.99131 -2.98891 0.711 -0.450 -2.056
P 0.13655 1.47250 -3.28447 -0.342 -0.042 -0.920
C -0.45058 -1.00051 -4.56070 -0.184 0.293 0.151
C 0.40530 0.27753 -4.65732 0.021 -0.088 -0.259
H -1.52606 -0.77658 -4.65534 0.321 0.029 -0.044
H -0.19712 -1.71250 -5.36155 -0.048 0.268 0.081
H 1.47889 0.02753 -4.67817 -0.321 0.071 -0.053
H 0.16439 0.81553 -5.58721 0.179 -0.289 0.061
C -1.42780 2.29048 -3.73704 0.002 0.261 -0.111
H -1.71344 2.96077 -2.91465 -0.002 -0.058 -0.302
H -2.23130 1.55241 -3.86653 0.218 0.186 -0.008
H -1.29463 2.87489 -4.65957 -0.227 -0.140 0.241
C 1.39622 2.77025 -3.48310 0.110 0.211 -0.089
H 1.19900 3.39398 -4.36752 0.142 -0.189 0.211
H 2.40208 2.33085 -3.55599 -0.311 0.135 0.022
H 1.35941 3.41059 -2.58973 0.065 -0.102 -0.288
C -1.27384 -3.45564 -3.43402 -0.386 0.085 0.387
H -1.19667 -4.20251 -2.63442 -0.106 0.067 -0.217
H -0.88388 -3.88746 -4.36634 -0.127 0.134 0.249
H -2.32553 -3.17376 -3.57050 0.210 -0.167 0.062
C 1.37378 -2.74079 -3.29409 0.147 0.021 0.190
H 2.16070 -1.98088 -3.35682 -0.108 -0.232 -0.020
H 1.32239 -3.30657 -4.23441 0.153 0.191 0.225
H 1.60723 -3.43364 -2.47688 0.072 0.068 -0.278
W -0.01190 -0.83114 1.47771 -2.658 -0.703 1.664
C 0.68529 1.19936 0.98086 -0.783 0.612 -0.304
C -0.71231 1.18955 0.76503 1.454 1.502 -0.043
C -1.43165 0.84605 -0.49425 -1.034 0.281 -0.971
C -1.85701 -0.64422 -0.66476 -0.886 0.380 -0.099
C -0.83394 -1.66834 -0.27018 0.669 -0.827 1.079
C 0.63230 -1.54987 -0.53552 -1.011 -0.401 -0.820
C 1.30300 -0.30456 -1.00264 0.667 0.248 -0.898
C 1.76905 0.67524 0.09225 0.855 0.152 -1.007
C 1.49123 -1.90937 2.24462 1.683 -0.297 0.459
H 1.02907 1.71663 1.87328 -0.076 -0.195 0.032
H -1.33149 1.63700 1.54526 0.381 -0.060 -0.239
H -0.90201 1.21573 -1.40604 0.001 -0.503 0.921
H -2.37430 1.42627 -0.51310 0.366 -0.281 0.318
H -2.79099 -0.79856 -0.09309 0.487 -0.133 -0.005
H -2.18215 -0.81961 -1.71102 0.327 0.286 0.276
H -1.21703 -2.69179 -0.23528 0.124 0.190 -0.018
H 1.20583 -2.47725 -0.60078 -0.345 0.236 0.250
H 0.63755 0.21865 -1.73842 0.572 -0.204 0.848
H 2.17186 -0.59030 -1.63098 -0.176 0.189 0.594
H 2.53982 0.18421 0.70862 -0.219 0.213 0.000
H 2.33143 1.49229 -0.40144 -0.383 -0.023 0.191
H 2.03689 -1.38614 3.03734 -0.009 -0.340 -0.001
H 2.17852 -2.34790 1.50708 -0.133 0.065 0.383
H 0.89003 -2.72238 2.70770 -0.009 0.058 -0.024
C -0.67382 -0.10844 3.24310 0.142 0.525 1.236
C -0.60988 0.54902 4.31161 -0.062 -1.363 -1.321
C -0.54718 1.04162 5.61681 0.302 0.576 1.004
C -1.16064 0.26987 6.62980 -0.033 -0.056 0.135
C -1.02988 0.62952 7.96820 0.084 -0.027 -0.195
C -0.27497 1.75482 8.32875 -0.126 -0.072 -0.313
C 0.32662 2.53994 7.33159 -0.018 -0.130 -0.413
C 0.20580 2.19276 5.98190 -0.122 -0.370 0.347
H -1.68733 -0.64135 6.33377 0.055 0.383 0.222
H -1.50474 0.00945 8.72817 0.173 0.208 -0.160
H -0.14814 2.01127 9.38793 -0.084 -0.073 -0.539
H 0.91155 3.41916 7.60687 -0.184 -0.298 -0.081
H 0.71882 2.75767 5.20455 -0.181 -0.011 0.257
```
Positions in Å, forces in eV/Å.

The net charge is +2. The value obtained for the energy above the lowest of the compared OMol25 structures with the same formula, charge and spin is 0.000 eV. As for the spin multiplicity: 3. The max |F| comes out at 0.0625 hartree/bohr. The highest occupied orbital energy (alpha / beta) is -13.4 / -13.6 eV. Its expectation value of S² is 2.033. Its LUMO energy (alpha / beta) is -8.1 / -8.2 eV. The calculation puts the total energy at -44814.5706 eV. As for the gap between HOMO and LUMO (alpha / beta): 5.22 / 5.42 eV.

=====

# 2
The following is a DFT calculation (wB97M-V/def2-TZVPD) of a structure of composition C23H37BFNaO18.

Structure (XYZ):
```
81
Properties=species:S:1:pos:R:3:forces:R:3
Na -5.46931 -0.11385 0.04839 0.659 0.850 -0.333
O -0.86988 1.17837 -1.35829 0.596 -1.521 3.625
C -0.68535 0.72415 -0.22610 0.517 0.982 -2.356
O 0.48828 0.77170 0.49112 -1.827 -0.035 -0.653
B 0.26088 0.23513 1.82939 -0.202 -0.056 -0.482
O -1.16665 -0.24605 1.84727 -0.579 0.242 -0.720
C -1.73960 -0.01657 0.67540 -2.638 -0.004 -1.067
O -2.92769 -0.25610 0.31916 3.734 0.484 1.592
O 0.55319 1.20353 2.87691 0.232 0.346 1.472
C 1.46249 0.71113 3.71424 2.257 3.257 2.389
O 2.03169 1.31543 4.65942 -2.228 -1.817 -2.787
C 1.92344 -0.63124 3.20232 1.261 -1.933 1.713
O 1.15250 -0.85101 2.16243 1.460 -2.184 -0.172
O 2.79683 -1.33006 3.77146 -2.598 1.968 -2.308
C -1.95774 3.20687 2.60909 3.097 1.170 -3.139
C -2.80528 2.50863 3.50710 0.362 -1.376 2.493
O -4.08850 2.61490 2.95747 -0.695 -1.092 -0.068
C -3.86553 2.52938 1.65435 -1.314 0.390 -4.118
O -4.66007 2.16873 0.76793 2.008 0.661 2.929
O -2.60416 2.98988 1.37694 -2.970 -0.539 -1.383
F -2.80117 3.06510 4.70303 -0.339 0.707 1.664
H -1.04620 2.70017 2.29216 0.645 0.415 1.659
H -1.79314 4.26609 2.80672 -0.217 -0.014 0.120
H -2.43208 1.49208 3.63144 -0.764 -0.547 -0.088
C -3.77409 1.11197 -2.78022 0.824 -0.440 -0.965
C -5.15664 1.43640 -3.25834 -0.035 -0.434 1.431
O -5.82011 1.56396 -1.98407 -2.649 1.291 -0.323
C -7.17763 2.19732 -2.12541 1.876 -0.604 1.655
C -7.80696 2.45747 -0.71068 0.986 -0.853 -1.590
H -3.30425 1.88064 -2.16663 -0.272 0.127 -0.222
H -3.80131 0.20296 -2.17934 0.044 -0.109 -0.011
H -3.13239 0.91037 -3.63794 0.234 0.002 0.119
H -5.22882 2.31589 -3.89818 0.022 0.324 0.340
H -5.63518 0.61265 -3.78799 0.131 -0.194 -0.277
H -7.08191 3.15271 -2.64134 0.223 -0.057 -0.112
H -7.76705 1.50933 -2.73151 -0.320 0.105 0.086
H -8.65425 3.06872 -1.02143 -0.411 -0.187 1.051
H -7.15929 2.90285 0.04447 0.193 0.751 -0.675
H -8.01436 1.50268 -0.22749 -0.940 -0.127 -0.266
O 3.95901 -0.64558 6.60735 0.204 -0.754 -0.091
C 4.91773 -0.34611 5.90254 3.448 -2.195 -2.041
O 6.00080 -1.09983 5.48459 -3.228 1.137 1.045
C 6.04046 -2.50352 5.68666 0.521 -2.873 -0.150
C 7.04620 -3.15323 4.68652 0.093 0.566 1.034
C 5.11246 0.98376 5.40414 0.237 2.276 -0.282
H 5.09629 -3.04260 5.60895 -0.505 0.766 -0.461
H 6.32463 -2.71481 6.71753 0.509 0.292 0.001
H 6.76896 -3.20487 3.63363 -0.367 0.385 0.221
H 7.22305 -4.17718 5.01567 -0.149 -0.022 0.110
H 8.00239 -2.64202 4.79813 0.051 0.020 -0.225
H 6.10845 1.14224 4.99062 0.378 -0.614 0.625
H 4.96700 1.59614 6.29404 -0.479 0.858 -0.650
H 4.52890 1.17125 4.50281 -1.035 0.178 0.632
O 3.16097 -2.80866 -2.45230 -1.926 -2.700 1.789
C 2.27653 -3.36467 -1.76631 1.265 1.883 -2.282
O 1.97759 -4.71785 -1.68894 -0.328 3.385 -0.288
C 2.85688 -5.57207 -2.34687 1.406 -1.588 0.947
C 3.97080 -5.93268 -1.32915 -0.824 -0.538 -1.643
C 1.30346 -2.52199 -0.99542 -0.271 -0.887 1.794
H 3.31019 -5.21039 -3.26980 -0.394 0.408 0.053
H 2.29539 -6.48650 -2.53832 -0.155 0.169 -0.222
H 4.30805 -6.88520 -1.73789 0.870 0.044 0.302
H 3.51025 -6.15976 -0.36768 0.252 0.392 0.089
H 4.72536 -5.14675 -1.36173 0.081 -0.295 0.502
H 1.69349 -1.64071 -0.48618 0.553 0.123 -0.820
H 1.06872 -3.15028 -0.13620 -0.732 -0.102 0.060
H 0.38178 -2.25465 -1.51226 0.188 -0.252 -0.281
O -1.67939 3.01219 -4.94192 0.264 -0.691 0.182
C -1.22403 1.96853 -5.36781 -0.005 2.301 -0.197
O -0.02047 1.50134 -5.02473 -0.552 -0.462 -0.741
C 0.86306 2.26111 -4.22728 1.944 -0.282 1.042
C 2.09784 1.31842 -4.08886 -0.734 1.060 -0.681
C -1.90594 1.19012 -6.44802 0.296 -0.300 0.107
H 0.42566 2.57158 -3.27839 -0.198 -0.350 -0.040
H 1.27576 3.16142 -4.68248 -0.737 0.163 -0.612
H 2.95817 1.81273 -3.63765 -0.354 -0.189 0.906
H 2.48839 1.22347 -5.10205 -0.318 -0.648 -0.209
H 1.76181 0.36572 -3.67952 0.609 0.049 0.137
H -2.56923 0.50386 -5.92154 -0.016 -0.390 -0.422
H -1.15277 0.69718 -7.06272 -0.251 -0.392 0.176
H -2.49749 1.83831 -7.09456 0.027 0.115 0.362
```
Positions in Å, forces in eV/Å.

The net charge is +1. As for the spin multiplicity: 2. The max |F| comes out at 0.0900 hartree/bohr. The highest occupied orbital energy (alpha / beta) is -11.3 / -11.3 eV. Its expectation value of S² is 0.757. Its LUMO energy (alpha / beta) is -3.3 / -8.7 eV. The calculation puts the total energy at -69111.3769 eV. As for the gap between HOMO and LUMO (alpha / beta): 8.00 / 2.61 eV.

=====

# 3
The following is a DFT calculation (wB97M-V/def2-TZVPD) of a cluster of 3 separate species, C23H37Br4ClO2 in total.

Structure (XYZ):
```
67
Properties=species:S:1:pos:R:3:forces:R:3
C 1.58195 -2.24973 1.92843 -0.190 -0.148 -0.125
C 1.78250 -2.05548 0.41156 0.237 0.341 0.910
C 3.00986 -1.17668 0.16740 0.330 -1.005 -0.241
C 3.33351 -0.96440 -1.30662 -0.384 0.435 0.022
C 2.34277 -0.06484 -2.08513 0.467 0.162 0.089
C 1.60921 0.98818 -1.25595 -0.214 0.342 -0.538
C 2.53471 2.01540 -0.57453 0.075 -0.707 0.275
C 2.15091 2.38647 0.85572 0.214 0.991 -0.408
C 0.74258 2.98633 0.99685 -0.165 -0.974 0.255
C -0.32460 1.90823 1.31042 0.081 0.703 0.132
C -1.47728 2.41113 2.20870 0.115 -0.575 -0.249
C -2.86783 2.27138 1.54350 0.695 0.417 0.749
C -3.56748 1.02015 2.09878 -0.327 0.316 -0.437
C -4.50744 0.37340 1.13450 -0.091 -0.274 -0.476
C -4.07107 -0.32050 0.07020 -0.427 0.625 0.200
C -4.97085 -0.99375 -0.88008 0.067 -0.492 -0.409
O -4.55799 -1.68528 -1.79336 -0.127 0.404 0.517
C -6.44391 -0.82181 -0.64736 -0.301 0.265 0.265
Cl -7.49655 -1.53176 -1.81223 0.144 0.041 0.136
C -6.91380 -0.14269 0.40663 0.454 -0.227 -0.588
C -5.97845 0.47511 1.37874 -0.433 0.393 0.865
O -6.41793 1.04931 2.36843 0.353 -0.434 -0.856
H 2.11262 -1.48934 2.49870 -0.089 0.164 0.076
H 0.52962 -2.24073 2.20433 -0.049 0.088 0.057
H 1.96632 -3.21385 2.25723 0.123 -0.056 -0.003
H 1.94605 -3.04977 0.00236 -0.127 0.059 -0.515
H 0.89966 -1.59921 -0.03246 -0.127 -0.160 -0.135
H 3.85176 -1.73063 0.59564 0.122 0.111 0.123
H 2.94845 -0.25570 0.73898 -0.150 0.194 -0.104
H 3.37181 -1.94693 -1.77699 0.100 -0.052 -0.132
H 4.32932 -0.52937 -1.40122 0.130 -0.055 0.138
H 2.92473 0.49248 -2.82211 -0.010 -0.081 -0.222
H 1.63949 -0.66600 -2.65876 -0.193 -0.061 0.103
H 0.91147 0.51524 -0.56940 0.151 -0.033 0.274
H 0.98216 1.54328 -1.95863 -0.218 -0.066 0.006
H 3.54561 1.60267 -0.58802 0.139 0.106 0.149
H 2.59348 2.93684 -1.15184 -0.090 0.021 -0.192
H 2.85082 3.16462 1.17154 0.152 -0.035 0.035
H 2.29881 1.56982 1.56049 -0.163 -0.199 -0.014
H 0.43309 3.50077 0.08727 0.211 0.309 -0.010
H 0.77083 3.69729 1.82075 -0.139 0.147 -0.002
H -0.75965 1.55264 0.37821 0.090 -0.207 -0.082
H 0.19888 1.07479 1.77599 -0.142 -0.190 0.072
H -1.46008 1.78961 3.10420 -0.168 0.122 0.215
H -1.30610 3.42505 2.56254 0.091 0.172 -0.212
H -3.40742 3.18321 1.79176 -0.496 -0.131 -0.135
H -2.75449 2.24484 0.46166 -0.060 -0.109 -0.093
H -4.11345 1.30792 2.99252 0.026 -0.177 0.174
H -2.80358 0.29149 2.35762 0.059 -0.142 0.075
H -3.01786 -0.41355 -0.13727 0.105 -0.020 -0.125
H -7.97334 -0.00528 0.55403 -0.063 0.028 0.181
Br 4.21965 2.50864 -4.73325 0.034 0.088 -0.012
C 6.05543 1.89625 -4.54326 -0.204 -0.104 -0.103
C 6.30012 1.30326 -3.18176 0.203 0.105 0.111
Br 6.45903 2.67533 -1.81218 -0.076 -0.044 0.000
H 6.69477 2.74623 -4.75695 0.031 0.001 0.063
H 6.18858 1.14004 -5.31378 0.014 -0.026 0.029
H 7.24701 0.76810 -3.16504 -0.001 -0.001 -0.039
H 5.50212 0.63817 -2.86773 -0.029 -0.004 -0.051
Br -0.73482 -5.46990 0.52294 0.000 0.037 0.079
C -2.53265 -5.25156 1.23342 0.123 -0.132 -0.175
C -3.16606 -3.97553 0.74992 -0.115 0.118 0.089
Br -2.44382 -2.42466 1.67947 0.273 -0.410 0.213
H -2.45166 -5.29767 2.31431 -0.025 0.042 0.010
H -3.09253 -6.11194 0.87367 -0.036 0.033 -0.018
H -4.23240 -3.97196 0.96783 0.010 -0.034 0.019
H -3.01457 -3.80319 -0.31135 0.012 -0.018 -0.004
```
Positions in Å, forces in eV/Å.

The net charge is 0. The max |F| comes out at 0.0215 hartree/bohr. The highest occupied orbital energy is -9.9 eV. Its LUMO energy is -1.6 eV. The calculation puts the total energy at -321237.9094 eV. Its SMILES is CCCCCCCCCCCCCC1=CC(=O)C(Cl)=CC1=O.BrCCBr.BrCCBr. As for the gap between HOMO and LUMO: 8.26 eV.